No. 1
A cluster of 16 separate species, C50H142N10O18 in total, computed with ωB97M-V with the def2-TZVPD basis set.

- DFT total energy: -105897.8175 eV
- Total charge: -1
- Multiplicity: 2

Positions of all 220 atoms, in Å:
C 0.99 -2.08 -3.66
O 0.39 -2.06 -2.40
H 0.60 -2.90 -4.26
H 0.74 -1.14 -4.15
H 2.08 -2.17 -3.67
H -0.37 -2.64 -2.47
C 3.79 -4.22 -0.40
O 4.18 -5.54 -0.69
H 4.58 -3.48 -0.30
H 3.05 -3.93 -1.15
H 3.18 -4.27 0.50
H 5.12 -5.55 -0.87
C -5.25 -1.06 -0.66
O -4.79 -1.80 0.47
H -5.05 -1.65 -1.56
H -6.29 -0.75 -0.57
H -4.63 -0.16 -0.71
H -5.29 -1.56 1.26
C 3.58 -1.47 2.72
O 3.98 -0.81 1.56
H 4.17 -1.06 3.54
H 2.50 -1.34 2.86
H 3.83 -2.53 2.71
H 3.20 -0.91 1.01
C 4.87 -0.89 -3.61
O 4.30 -0.02 -2.64
H 4.37 -0.64 -4.55
H 5.93 -0.66 -3.70
H 4.69 -1.93 -3.37
H 4.86 -0.02 -1.86
C -4.13 4.51 2.12
O -3.79 3.28 2.70
H -4.04 5.20 2.96
H -3.34 4.65 1.38
H -5.14 4.52 1.71
H -2.96 3.49 3.14
C -1.73 -5.67 0.89
O -2.14 -5.11 -0.36
C -1.98 -3.72 -0.42
C -2.56 -3.18 -1.76
N -1.80 -3.75 -2.88
C -2.32 -3.33 -4.17
C -1.76 -4.17 -5.34
O -2.47 -5.36 -5.45
C -2.29 -6.06 -6.69
H -1.87 -6.75 0.90
H -2.19 -5.29 1.80
H -0.65 -5.56 0.94
H -0.90 -3.56 -0.43
H -2.36 -3.25 0.49
H -2.64 -2.10 -1.67
H -3.62 -3.45 -1.78
H -1.81 -4.76 -2.85
H -2.08 -2.29 -4.40
H -3.41 -3.31 -4.19
H -0.70 -4.43 -5.23
H -1.96 -3.60 -6.26
H -1.21 -5.97 -6.85
H -2.71 -5.58 -7.57
H -2.62 -7.10 -6.66
C -5.15 4.11 -6.48
O -4.26 3.52 -5.51
C -3.15 2.87 -6.12
C -2.32 2.09 -5.09
N -3.21 1.11 -4.48
C -2.60 0.46 -3.37
C -2.45 1.35 -2.12
O -3.72 1.99 -1.95
C -3.77 2.86 -0.81
H -6.02 4.53 -5.98
H -5.55 3.39 -7.19
H -4.82 5.00 -7.00
H -2.59 3.65 -6.63
H -3.52 2.21 -6.90
H -1.91 2.81 -4.38
H -1.48 1.65 -5.62
H -3.98 1.63 -4.09
H -1.62 0.03 -3.61
H -3.29 -0.33 -3.07
H -1.76 2.18 -2.23
H -2.17 0.78 -1.24
H -4.79 3.19 -0.64
H -3.13 3.73 -0.92
H -3.49 2.24 0.04
C -0.43 -0.99 -7.22
C 0.76 -0.16 -7.84
C 1.68 0.45 -6.78
O 0.95 1.36 -5.93
C 1.63 1.97 -4.88
N 1.49 -1.11 -8.66
H -0.05 -1.96 -6.89
H -1.19 -1.21 -7.97
H -0.95 -0.41 -6.46
H 0.35 0.64 -8.46
H 2.47 1.02 -7.25
H 2.10 -0.38 -6.21
H 2.36 2.70 -5.24
H 2.20 1.25 -4.30
H 0.94 2.41 -4.16
H 0.86 -1.50 -9.35
H 2.16 -0.59 -9.20
C -0.30 -7.15 5.48
C 0.78 -6.35 4.77
C 0.27 -5.01 4.16
O 1.28 -4.45 3.38
C 0.74 -3.57 2.45
N 1.97 -6.09 5.62
H -0.60 -6.63 6.39
H 0.10 -8.11 5.80
H -1.13 -7.31 4.80
H 1.10 -6.99 3.94
H -0.04 -4.32 4.94
H -0.57 -5.33 3.54
H 0.32 -4.06 1.57
H 1.58 -2.99 2.07
H -0.09 -2.94 2.77
H 2.72 -5.68 5.09
H 1.67 -5.35 6.23
C -0.12 4.01 1.73
C -0.31 3.48 3.20
C 1.03 3.64 4.04
O 2.19 3.12 3.38
C 2.24 1.66 3.40
N -1.43 4.19 3.83
H -1.05 3.76 1.20
H 0.71 3.56 1.20
H -0.05 5.10 1.64
H -0.54 2.41 3.19
H 0.87 3.20 5.03
H 1.15 4.70 4.22
H 1.49 1.32 2.69
H 2.08 1.25 4.40
H 3.24 1.35 3.12
H -1.65 3.81 4.74
H -1.15 5.14 4.06
C 4.75 2.55 0.00
C 6.08 1.78 0.23
C 6.46 1.74 1.69
O 6.99 2.95 2.14
C 7.30 2.83 3.52
N 5.91 0.48 -0.29
H 4.81 3.51 0.50
H 3.86 2.03 0.35
H 4.57 2.66 -1.07
H 6.87 2.30 -0.31
H 7.23 0.97 1.75
H 5.58 1.42 2.25
H 7.58 3.80 3.95
H 8.12 2.13 3.69
H 6.53 2.43 4.17
H 5.30 -0.07 0.30
H 6.76 -0.05 -0.14
C 1.28 1.05 -1.29
C 1.52 0.14 -0.11
C 0.16 -0.26 0.56
O -0.62 0.82 1.08
C -1.77 0.37 1.74
N 2.21 -1.03 -0.66
H 0.97 2.05 -0.98
H 0.51 0.61 -1.92
H 2.16 1.19 -1.93
H 2.19 0.65 0.59
H 0.43 -0.99 1.32
H -0.45 -0.80 -0.17
H -2.35 -0.29 1.10
H -2.32 1.22 2.13
H -1.45 -0.24 2.58
H 1.53 -1.43 -1.29
H 2.87 -0.80 -1.38
C -5.38 -0.52 5.80
C -5.05 0.22 4.49
C -6.16 0.12 3.35
O -6.35 -1.22 2.92
C -7.56 -1.37 2.18
N -4.80 1.58 4.89
H -6.39 -0.24 6.09
H -4.71 -0.40 6.65
H -5.43 -1.60 5.65
H -4.15 -0.15 3.98
H -5.87 0.68 2.46
H -7.13 0.52 3.64
H -8.34 -1.55 2.92
H -7.54 -2.28 1.58
H -7.76 -0.51 1.55
H -4.80 2.20 4.09
H -3.90 1.80 5.28
C 1.40 -1.35 5.77
C 0.15 -0.41 5.90
C -1.27 -1.07 5.99
O -1.38 -1.96 4.87
C -2.52 -2.78 4.96
N 0.34 0.49 6.99
H 1.68 -1.86 6.69
H 2.23 -0.73 5.44
H 1.32 -2.18 5.07
H 0.07 0.20 5.00
H -2.06 -0.32 6.00
H -1.41 -1.60 6.93
H -2.62 -3.35 4.04
H -3.50 -2.31 5.02
H -2.42 -3.51 5.77
H 0.50 -0.12 7.78
H 1.14 1.12 6.99
C 5.75 6.86 -0.19
C 4.36 7.16 -0.65
C 3.54 5.99 -1.29
O 3.97 5.77 -2.64
C 3.29 4.75 -3.29
N 3.66 7.61 0.50
H 6.33 7.54 0.42
H 6.32 6.55 -1.07
H 5.71 5.91 0.36
H 4.37 8.01 -1.33
H 2.49 6.26 -1.26
H 3.72 5.09 -0.71
H 3.57 4.86 -4.34
H 2.20 4.88 -3.35
H 3.35 3.73 -2.91
H 3.60 6.91 1.23
H 2.70 7.91 0.35

=====

No. 2
A cluster of 2 separate species, C3H9NO in total, computed with ωB97M-V with the def2-TZVPD basis set.

- DFT total energy: -6789.0786 eV

Positions of all 14 atoms, in Å:
C 0.24 1.97 0.16
C -1.47 -1.06 -0.15
O -0.31 -0.27 -0.43
H -1.54 -1.30 0.91
H -2.34 -0.46 -0.43
H 0.99 2.37 -0.51
H -0.77 2.05 -0.22
H 0.32 2.22 1.21
H -1.47 -1.98 -0.74
C 0.92 -0.64 0.27
N 1.74 -1.44 -0.40
H 1.77 -1.13 -1.38
H 0.70 -0.96 1.30
H 1.22 0.63 0.42